No. 1
{"formula": "C28H54O17", "method": "wB97M-V/def2-TZVPD", "elements": ["C", "O", "C", "O", "O", "C", "H", "H", "H", "H", "H", "H", "C", "O", "C", "O", "O", "C", "H", "H", "H", "H", "H", "H", "C", "O", "C", "O", "O", "C", "H", "H", "H", "H", "H", "H", "C", "O", "C", "O", "O", "C", "H", "H", "H", "H", "H", "H", "O", "C", "C", "C", "C", "O", "H", "H", "H", "H", "H", "H", "C", "C", "C", "O", "C", "H", "H", "H", "H", "H", "H", "H", "H", "C", "C", "C", "O", "C", "H", "H", "H", "H", "H", "H", "H", "H", "C", "C", "C", "O", "C", "H", "H", "H", "H", "H", "H", "H", "H"], "coordinates": [[-1.30488, -2.58201, 7.05195], [-1.71518, -1.23040, 7.24243], [-2.93937, -0.90192, 6.90264], [-3.83223, -1.66352, 6.56802], [-3.02694, 0.44388, 6.86715], [-4.36481, 1.01567, 6.95843], [-2.04774, -3.32596, 7.33969], [-0.44812, -2.71875, 7.71177], [-1.00335, -2.91540, 6.05896], [-5.00001, 0.68960, 7.78203], [-5.02097, 0.72212, 6.13905], [-4.24906, 2.09443, 7.06326], [0.92971, 7.01703, 3.75552], [0.39739, 6.84865, 2.42545], [-0.78833, 7.28833, 2.06018], [-1.63283, 7.76086, 2.85208], [-0.94672, 7.26600, 0.74706], [-0.06630, 6.63641, -0.18072], [0.31632, 6.64296, 4.57523], [0.95321, 8.07471, 4.01794], [1.89935, 6.54109, 3.90176], [0.90331, 7.13258, -0.22279], [-0.47785, 6.63129, -1.19002], [0.29723, 5.66943, 0.16697], [13.35763, -5.79933, -3.93096], [12.20577, -5.04382, -3.50218], [11.25420, -4.76764, -4.44458], [11.40793, -5.01188, -5.67352], [10.20280, -4.22659, -3.77188], [9.01220, -3.88554, -4.50500], [14.01976, -5.13987, -4.49202], [13.25870, -6.66388, -4.58738], [14.01855, -5.98663, -3.08468], [8.81644, -4.33818, -5.47706], [8.85716, -2.80674, -4.48954], [8.19447, -4.26437, -3.89189], [-12.71188, 3.34152, 2.86666], [-11.59129, 3.83265, 2.11353], [-10.72848, 4.61732, 2.68743], [-10.69238, 4.93934, 3.89824], [-9.84835, 5.08015, 1.73159], [-8.66302, 5.81463, 2.04537], [-12.39232, 2.67107, 3.66446], [-13.22815, 2.62315, 2.22986], [-13.49835, 4.06804, 3.07093], [-8.61638, 6.67706, 1.38044], [-7.81422, 5.14571, 1.90329], [-8.64160, 6.31564, 3.01317], [-0.93302, 1.72374, -8.12752], [-0.46057, 0.66206, -8.48955], [-1.16460, -0.58233, -9.13184], [-0.05803, -1.56468, -8.84303], [1.28386, -0.76681, -8.78844], [0.86612, 0.53817, -8.46386], [-2.13770, -0.72028, -8.66051], [-1.27609, -0.37094, -10.19532], [-0.26831, -2.17968, -7.96801], [-0.10663, -2.30003, -9.64615], [1.84771, -1.14516, -7.93578], [1.77840, -0.81666, -9.75851], [7.07188, 0.74275, 7.54876], [7.26738, -0.01122, 6.24456], [5.97861, 0.20979, 5.49798], [5.49695, 1.49650, 5.90706], [5.79744, 1.60578, 7.29433], [7.93882, 1.33385, 7.84393], [6.89056, 0.00500, 8.33040], [7.38253, -1.08210, 6.41209], [8.12540, 0.36359, 5.68650], [5.22773, -0.52365, 5.79179], [6.07515, 0.18286, 4.41260], [4.89700, 1.30044, 7.82731], [5.93263, 2.63877, 7.61487], [1.21503, -0.58285, -0.51263], [0.52986, 0.14055, 0.66321], [-0.90136, 0.26946, 0.16810], [-0.77450, 0.57688, -1.23373], [0.52587, 0.14598, -1.65311], [1.07011, -1.66247, -0.47353], [2.30029, -0.48214, -0.52545], [1.07027, 1.05517, 0.90723], [0.54007, -0.43212, 1.59060], [-1.48079, 1.06814, 0.63120], [-1.35711, -0.71737, 0.24915], [1.19642, 0.94334, -1.97355], [0.46995, -0.58226, -2.46221], [-4.81579, -5.85877, -5.62645], [-5.64594, -5.22200, -4.58193], [-4.68726, -4.41958, -3.79456], [-3.51538, -5.21818, -3.81691], [-3.60947, -6.28592, -4.79369], [-4.62262, -5.17541, -6.45337], [-5.29567, -6.69285, -6.13842], [-6.12318, -5.96693, -3.94520], [-6.44485, -4.61204, -5.00358], [-5.06391, -4.07920, -2.83000], [-4.46543, -3.52208, -4.37196], [-3.72893, -7.21635, -4.23859], [-2.84976, -6.53988, -5.53291]], "forces_ev_per_angstrom": [[0.256, -1.235, 0.792], [0.830, -0.251, -0.253], [-1.899, -0.137, -1.478], [0.949, 0.742, 0.721], [-0.864, -0.049, 0.927], [-0.435, -0.284, -0.195], [-0.362, 0.438, 0.253], [-0.037, 0.151, -0.074], [-0.080, 0.969, -0.391], [0.832, -0.390, 0.683], [0.611, 0.275, -0.624], [0.199, -0.226, -0.365], [-0.969, 0.733, 1.001], [1.739, -1.014, 0.283], [-1.980, 1.884, 2.667], [2.187, -1.398, -2.437], [-1.030, -0.019, -0.535], [1.750, -0.166, 0.595], [-0.594, -0.555, -0.537], [0.409, 0.156, -0.466], [-0.065, 0.107, -0.911], [-0.144, 0.776, -0.060], [-0.430, -0.078, 0.497], [-0.880, -0.440, -0.099], [1.462, 1.313, -0.565], [-0.799, -0.628, -0.781], [1.196, -0.930, -2.364], [-1.159, 1.062, 4.316], [0.986, -0.608, -1.639], [-1.163, -0.076, 0.842], [-0.273, 0.331, -0.443], [-0.942, -0.053, 0.447], [-0.868, -0.412, 0.469], [1.022, 0.107, -0.099], [0.489, 0.000, -0.396], [0.049, -0.106, 0.214], [-0.317, -1.306, -0.549], [-0.916, -0.435, -0.675], [2.062, 2.510, 3.223], [-0.149, -1.021, -3.442], [-1.371, -0.797, 0.673], [-0.110, 0.551, 0.288], [0.112, 0.878, 0.584], [0.283, 0.162, -0.634], [0.714, 0.395, 0.559], [0.005, -0.406, -0.531], [0.004, 0.215, 0.100], [-0.312, -0.747, 0.406], [-0.043, -1.660, -0.397], [-1.823, 2.635, -0.312], [1.321, 1.936, 1.393], [-0.354, -1.892, -1.055], [-1.678, -1.380, 0.402], [0.685, -0.033, -0.047], [0.224, -0.183, -0.082], [-0.063, 0.005, 0.027], [0.215, 0.454, 0.382], [0.654, -0.149, -0.102], [0.531, 0.046, -0.475], [0.332, 0.223, 0.268], [-0.765, -0.059, 0.482], [0.366, -0.364, -0.307], [-0.641, 0.577, -0.043], [0.636, 0.195, -0.283], [0.080, -0.063, 0.172], [-0.120, 0.041, -0.110], [-0.037, 0.226, 0.235], [0.334, 0.026, -0.009], [-0.044, -0.040, -0.049], [-0.085, -0.322, 0.030], [-0.030, 0.177, 0.049], [0.131, -0.586, 0.389], [0.174, 0.194, -0.558], [-0.128, 0.423, 1.064], [0.433, -0.793, 0.873], [0.845, 0.377, -0.663], [0.766, -0.049, 0.013], [0.488, -1.196, -0.640], [-0.561, 0.009, -0.155], [-0.015, 0.386, -0.011], [-0.392, 0.366, -0.311], [0.072, -0.188, 0.036], [-0.095, -0.250, 0.060], [-0.442, 0.076, 0.263], [-0.495, 0.519, -0.067], [-0.480, 0.323, -0.456], [-0.243, -1.287, -0.466], [-2.522, 0.225, 0.040], [0.443, 0.583, -1.306], [1.881, -0.605, 0.435], [-1.249, 0.323, -0.374], [0.668, 0.296, 0.257], [-0.129, -0.263, 0.282], [-0.008, -0.196, 0.019], [-0.118, 0.087, 0.064], [0.528, -0.590, 0.355], [0.060, 0.433, 0.060], [-0.530, -0.098, 0.006], [1.228, 1.095, 0.627]], "mulliken_charge": [-0.675, -0.297, 0.790, -0.569, -0.303, -0.666, 0.312, 0.257, 0.294, 0.308, 0.296, 0.252, -0.638, -0.336, 0.804, -0.609, -0.308, -0.599, 0.294, 0.296, 0.262, 0.291, 0.262, 0.282, -0.703, -0.294, 0.774, -0.582, -0.281, -0.665, 0.302, 0.306, 0.283, 0.327, 0.270, 0.262, -0.670, -0.288, 0.799, -0.590, -0.304, -0.628, 0.305, 0.263, 0.296, 0.247, 0.251, 0.320, -0.595, 0.503, -0.350, -0.550, -0.363, -0.330, 0.287, 0.240, 0.277, 0.315, 0.272, 0.295, -0.431, -0.457, -0.441, -0.400, -0.465, 0.277, 0.251, 0.271, 0.258, 0.275, 0.314, 0.282, 0.268, -0.586, -0.556, -0.360, -0.395, -0.357, 0.260, 0.330, 0.248, 0.333, 0.290, 0.251, 0.272, 0.269, -0.566, -0.551, -0.364, -0.401, -0.387, 0.275, 0.316, 0.255, 0.320, 0.288, 0.251, 0.272, 0.292], "total_charge": 0, "total_energy_ha": -2378.1958, "smiles": "COC(=O)OC.COC(=O)OC.COC(=O)OC.COC(=O)OC.O=C1CCCO1.C1CCOC1.C1CCOC1.C1CCOC1", "e_above_lowest_kj_mol": 200.9}

No. 2
{"formula": "C28H55AlO2Si4Te", "method": "wB97M-V/def2-TZVPD", "elements": ["O", "C", "C", "H", "H", "C", "H", "H", "C", "H", "H", "H", "C", "H", "H", "H", "Al", "C", "C", "C", "H", "C", "C", "H", "H", "H", "H", "C", "C", "C", "H", "C", "C", "H", "H", "H", "H", "O", "C", "C", "H", "H", "C", "H", "H", "C", "H", "H", "H", "H", "C", "Si", "C", "C", "Si", "Te", "Si", "C", "C", "C", "Si", "C", "C", "C", "H", "H", "H", "H", "H", "H", "H", "H", "H", "H", "H", "H", "H", "H", "H", "H", "H", "H", "H", "H", "H", "H", "H", "H", "H", "H", "H"], "coordinates": [[-0.08721, -0.14696, -3.32097], [0.99892, -0.51218, -4.25938], [0.43771, 0.41911, -5.30767], [0.92726, -1.58437, -4.49548], [1.97481, -0.24590, -3.83802], [-0.68301, 0.74508, -4.31624], [-0.01889, -0.10515, -6.13857], [1.08830, 1.25423, -5.62233], [-2.02791, 0.16085, -4.70444], [-1.90937, -0.91245, -4.90788], [-2.43128, 0.66670, -5.59555], [-2.74286, 0.28652, -3.87726], [-0.74969, 2.20926, -3.98132], [0.24188, 2.62544, -3.77241], [-1.42254, 2.41913, -3.14500], [-1.15759, 2.74068, -4.85893], [0.07637, 0.10919, -1.09908], [1.07380, 2.19244, 0.49247], [2.32427, 1.54363, 0.53625], [2.67280, 1.10466, -0.75079], [2.95978, 1.44854, 1.41888], [1.62638, 1.46859, -1.65990], [0.58041, 2.14187, -0.85659], [-0.17067, 2.81867, -1.26671], [0.59397, 2.72112, 1.31782], [3.61564, 0.63118, -1.03284], [1.78951, 1.65829, -2.72322], [-2.44006, -0.67656, 0.89735], [-2.41342, 0.62579, 0.36384], [-1.99360, 0.56855, -1.00527], [-2.72412, 1.52361, 0.89495], [-1.78548, -0.85750, -1.32710], [-2.02229, -1.60461, -0.10881], [-2.12905, -2.68522, -0.04847], [-2.83224, -0.94518, 1.87246], [-2.27918, 1.32656, -1.74571], [-1.94038, -1.27933, -2.32071], [0.55019, -1.15187, -7.36238], [0.04418, -0.28435, -8.44236], [0.42421, -0.87723, -9.79604], [0.49835, 0.71520, -8.32828], [-1.04877, -0.19169, -8.33902], [1.44572, -1.97136, -9.46941], [0.84282, -0.12466, -10.45898], [-0.45708, -1.30245, -10.27665], [1.30903, -2.23669, -7.96874], [2.45427, -1.61755, -9.69064], [1.26041, -2.86403, -10.05811], [2.28933, -2.28347, -7.47732], [0.75213, -3.16998, -7.79873], [3.39667, -0.16019, 4.26112], [1.89520, 0.92611, 4.60061], [1.70834, 1.11792, 6.47485], [2.18712, 2.68333, 3.97735], [0.06268, -0.18037, 3.57336], [0.32557, -1.19332, 1.20010], [0.04783, -2.31521, 4.56200], [0.35596, -2.28102, 6.42644], [-1.64661, -3.06644, 4.22324], [1.40133, -3.41294, 3.83274], [-1.78065, 0.95292, 4.57424], [-1.81744, 0.73642, 6.45638], [-1.56328, 2.77931, 4.16005], [-3.50443, 0.41092, 4.03156], [4.29109, 0.39429, 4.58434], [3.50569, -0.39314, 3.19346], [3.36208, -1.10696, 4.81754], [2.68278, 1.44814, 6.86714], [0.97472, 1.89248, 6.73278], [1.43344, 0.19531, 6.99759], [2.52911, 2.71740, 2.93774], [1.29822, 3.31916, 4.05866], [2.97526, 3.13174, 4.60159], [-0.40256, -1.72177, 6.98648], [0.32442, -3.32673, 6.76868], [1.34459, -1.87999, 6.68196], [-1.86708, -3.12767, 3.14940], [-1.64027, -4.09011, 4.62881], [-2.45829, -2.51164, 4.71328], [1.22369, -3.64055, 2.77326], [2.40187, -2.97141, 3.92486], [1.39629, -4.35990, 4.39594], [-0.94464, 1.15101, 6.97191], [-2.70700, 1.27371, 6.82061], [-1.92681, -0.31373, 6.75479], [-1.40969, 2.94191, 3.08443], [-2.48543, 3.30553, 4.45160], [-0.72758, 3.23925, 4.70294], [-3.73261, 0.71760, 3.00359], [-3.65698, -0.67304, 4.10962], [-4.23837, 0.89753, 4.69222]], "forces_ev_per_angstrom": [[1.010, -0.062, 0.494], [-0.208, -0.255, 0.494], [-0.770, 0.484, -0.159], [0.179, 0.328, 0.130], [-0.194, -0.197, -0.073], [-0.084, 0.437, -0.700], [0.573, 0.545, 0.508], [-0.378, -0.384, 0.147], [-0.234, 0.091, 0.119], [-0.113, 0.277, -0.041], [0.147, -0.170, 0.250], [0.119, -0.071, -0.270], [-0.253, 0.487, 0.232], [-0.263, -0.058, 0.023], [0.153, 0.048, -0.116], [0.187, -0.246, 0.249], [-0.249, 0.101, 0.589], [-0.003, -0.043, -1.240], [0.443, 0.253, -0.419], [-0.162, 0.688, 0.237], [-0.379, -0.230, -0.361], [0.231, 0.440, 0.773], [1.686, 1.189, 0.560], [0.151, -0.480, 0.196], [-0.005, -0.458, -0.225], [-0.474, -0.005, 0.131], [-0.254, -0.412, 0.410], [-1.214, 0.026, -1.679], [-0.181, -0.991, -0.493], [-0.981, -0.437, 0.369], [0.278, -0.133, -0.119], [-1.537, -0.986, 1.089], [-2.453, 1.624, -1.185], [0.464, 0.300, 0.059], [0.540, 0.023, -0.067], [0.399, -0.389, 0.401], [0.415, 0.077, 0.437], [0.426, -0.804, -2.859], [0.125, 0.194, 0.587], [-0.216, -0.363, 0.290], [-0.189, -0.338, 0.180], [0.378, -0.015, 0.110], [0.322, 0.331, 0.078], [-0.050, 0.039, -0.028], [0.043, 0.007, -0.028], [-0.496, -0.045, 0.203], [-0.037, -0.074, -0.040], [0.100, -0.127, -0.005], [-0.299, -0.075, -0.012], [0.235, 0.186, 0.122], [0.335, 0.271, 0.068], [-0.232, -0.249, -0.346], [0.057, 0.025, 0.095], [0.289, 0.097, -0.011], [0.274, -0.222, 0.121], [2.770, 0.059, 1.382], [0.245, 0.349, -0.217], [-0.105, -0.259, 0.095], [-0.013, -0.366, 0.174], [-0.122, -0.313, 0.073], [0.043, -0.200, -0.494], [0.056, 0.074, 0.056], [-0.351, 0.226, 0.149], [-0.190, 0.155, -0.051], [-0.046, -0.223, -0.064], [-0.099, 0.028, 0.208], [-0.044, 0.249, -0.104], [-0.181, -0.055, -0.064], [0.190, -0.131, -0.079], [0.025, 0.222, -0.130], [-0.080, 0.030, 0.219], [0.153, -0.168, 0.012], [-0.136, -0.014, -0.147], [0.206, -0.106, -0.110], [0.017, 0.199, 0.052], [-0.192, -0.118, -0.114], [0.113, 0.060, 0.197], [-0.174, 0.152, -0.114], [0.212, -0.109, -0.069], [0.063, 0.082, 0.297], [-0.265, -0.044, -0.031], [0.064, 0.128, -0.145], [-0.195, -0.150, -0.118], [0.175, -0.093, -0.079], [-0.014, 0.230, -0.118], [-0.012, -0.086, 0.215], [0.221, 0.043, -0.072], [-0.193, -0.136, -0.105], [0.026, -0.084, 0.183], [0.062, 0.221, -0.021], [0.116, -0.102, -0.139]], "mulliken_charge": [-0.172, -0.647, -0.243, 0.330, 0.257, 1.682, 0.125, 0.371, -1.850, 0.385, 0.454, 0.409, -1.797, 0.372, 0.178, 0.521, -0.130, 0.038, -0.029, -1.607, 0.242, -0.170, -0.665, 0.585, 0.373, 0.401, 0.851, -0.060, -0.997, -0.425, 0.402, 0.230, -1.648, 0.527, 0.465, 0.814, 0.610, -0.351, -0.392, -0.517, 0.253, 0.251, -0.521, 0.296, 0.269, -0.543, 0.270, 0.297, 0.250, 0.304, -1.197, 0.518, -1.165, -1.004, 0.796, -0.740, 0.129, -1.001, -0.944, -0.987, 0.454, -1.026, -1.055, -1.173, 0.460, 0.280, 0.257, 0.416, 0.291, 0.276, 0.301, 0.214, 0.419, 0.270, 0.410, 0.254, 0.192, 0.420, 0.214, 0.276, 0.247, 0.366, 0.280, 0.407, 0.224, 0.161, 0.423, 0.258, 0.287, 0.310, 0.435], "total_charge": 0, "total_energy_ha": -2918.7459, "e_above_lowest_kj_mol": 56.3}